(1)
C44H84O15 | wB97M-V/def2-TZVPD

As for the structure (SMILES): C[C@H]1COC(=O)O1.C[C@H]1COC(=O)O1.C1CCOC1.C1CCOC1.C1CCOC1.C1CCOC1.C1CCOC1.C1CCOC1.C1CCOC1.C1CCOC1.C1CCOC1. Its spin multiplicity is 1. As for the HOMO energy: -9.2 eV. The lowest unoccupied orbital energy is -0.003 eV. As for the net charge: 0. Its total energy is -77692.776 eV.

Positions of all 143 atoms, in Å:
1 C 5.935 -2.435 -5.778
2 C 5.479 -3.776 -5.155
3 C 4.902 -4.832 -6.145
4 O 5.800 -5.954 -5.964
5 C 6.771 -5.637 -5.079
6 O 7.551 -6.421 -4.589
7 O 6.625 -4.376 -4.613
8 H 5.184 -1.848 -6.308
9 H 6.802 -2.646 -6.404
10 H 6.423 -1.975 -4.918
11 H 4.717 -3.537 -4.414
12 H 4.882 -4.573 -7.203
13 H 3.891 -5.146 -5.885
14 C -0.247 -0.498 -1.611
15 C -0.575 -0.491 -0.148
16 C -1.176 -1.753 0.473
17 O -0.499 -1.812 1.739
18 C 0.470 -0.903 1.861
19 O 1.124 -0.669 2.926
20 O 0.628 -0.343 0.631
21 H -0.405 0.511 -1.992
22 H -0.919 -1.175 -2.137
23 H 0.789 -0.651 -1.916
24 H -1.178 0.401 0.024
25 H -1.053 -2.596 -0.207
26 H -2.249 -1.611 0.600
27 C 0.066 7.472 -4.888
28 C -0.485 8.614 -5.706
29 C 0.709 9.165 -6.462
30 O 1.582 8.003 -6.582
31 C 1.003 6.863 -5.930
32 H -0.646 6.751 -4.487
33 H 0.724 7.757 -4.067
34 H -0.847 9.514 -5.209
35 H -1.202 8.326 -6.474
36 H 1.387 9.888 -6.009
37 H 0.387 9.458 -7.460
38 H 1.769 6.354 -5.345
39 H 0.540 6.162 -6.625
40 C 3.373 -5.434 9.312
41 C 2.740 -6.335 10.282
42 C 3.501 -7.690 10.341
43 O 4.599 -7.540 9.426
44 C 4.184 -6.441 8.502
45 H 4.145 -4.825 9.783
46 H 2.664 -4.819 8.758
47 H 1.678 -6.409 10.047
48 H 2.701 -6.002 11.319
49 H 2.737 -8.437 10.124
50 H 3.975 -7.836 11.312
51 H 3.520 -6.867 7.749
52 H 5.166 -6.038 8.256
53 C -4.631 8.326 2.361
54 C -4.615 8.526 3.847
55 C -3.240 8.162 4.437
56 O -2.472 7.724 3.340
57 C -3.361 7.465 2.200
58 H -4.649 9.238 1.764
59 H -5.568 7.813 2.140
60 H -5.186 7.762 4.375
61 H -4.913 9.540 4.114
62 H -3.365 7.372 5.177
63 H -2.727 9.091 4.687
64 H -3.683 6.432 2.067
65 H -2.760 7.717 1.327
66 C -1.156 -3.351 -9.854
67 C -2.429 -4.197 -9.907
68 C -2.889 -4.431 -8.355
69 O -2.317 -3.315 -7.741
70 C -1.354 -2.540 -8.569
71 H -0.981 -2.605 -10.629
72 H -0.248 -3.926 -9.675
73 H -2.300 -5.146 -10.428
74 H -3.227 -3.673 -10.434
75 H -2.572 -5.412 -8.000
76 H -3.966 -4.420 -8.185
77 H -0.341 -2.463 -8.174
78 H -1.728 -1.530 -8.739
79 C -5.505 1.467 4.679
80 C -4.660 1.236 5.922
81 C -4.834 -0.302 6.266
82 O -5.890 -0.722 5.443
83 C -6.554 0.307 4.825
84 H -4.858 1.204 3.843
85 H -5.903 2.471 4.531
86 H -5.156 1.712 6.768
87 H -3.599 1.485 5.889
88 H -5.160 -0.497 7.288
89 H -4.033 -0.962 5.932
90 H -7.386 0.627 5.452
91 H -7.040 -0.191 3.987
92 C 4.009 5.945 4.386
93 C 5.013 5.324 5.247
94 C 5.350 6.409 6.344
95 O 4.719 7.637 5.808
96 C 3.545 7.158 5.171
97 H 3.255 5.211 4.101
98 H 4.443 6.171 3.412
99 H 5.929 5.079 4.709
100 H 4.563 4.413 5.641
101 H 6.432 6.506 6.438
102 H 4.951 6.000 7.272
103 H 3.047 7.875 4.518
104 H 2.756 6.815 5.841
105 C -4.115 -7.973 -2.006
106 C -3.759 -8.172 -0.600
107 C -4.415 -9.547 -0.283
108 O -4.544 -10.169 -1.505
109 C -5.042 -9.106 -2.374
110 H -3.218 -8.212 -2.577
111 H -4.424 -6.960 -2.265
112 H -4.105 -7.397 0.083
113 H -2.696 -8.386 -0.495
114 H -5.417 -9.425 0.128
115 H -3.801 -10.077 0.446
116 H -6.085 -8.793 -2.331
117 H -4.964 -9.446 -3.406
118 C -7.938 3.050 -4.130
119 C -7.659 3.059 -5.569
120 C -6.293 2.443 -5.591
121 O -5.752 2.519 -4.321
122 C -6.632 3.271 -3.459
123 H -8.411 2.111 -3.841
124 H -8.637 3.803 -3.766
125 H -7.628 4.095 -5.906
126 H -8.402 2.679 -6.269
127 H -5.837 2.979 -6.423
128 H -6.394 1.413 -5.936
129 H -6.227 4.282 -3.498
130 H -6.579 2.937 -2.423
131 C 10.063 -1.711 2.655
132 C 8.873 -1.060 3.307
133 C 8.210 -2.394 3.813
134 O 8.280 -3.205 2.676
135 C 9.362 -2.758 1.912
136 H 10.854 -2.191 3.232
137 H 10.519 -1.055 1.913
138 H 8.212 -0.561 2.597
139 H 8.999 -0.430 4.187
140 H 7.204 -2.270 4.214
141 H 8.846 -2.903 4.538
142 H 9.080 -2.325 0.952
143 H 10.070 -3.562 1.707

(2)
C32H88ClN8O12 | wB97M-V/def2-TZVPD

Its spin multiplicity is 1. As for the HOMO energy: -5.8 eV. The lowest unoccupied orbital energy is 2.365 eV. As for the net charge: -1. Its total energy is -83615.116 eV.

Positions of all 141 atoms, in Å:
1 Cl 6.494 -27.176 0.767
2 O 6.257 -26.487 1.986
3 O 7.283 -26.352 -0.102
4 O 7.141 -28.441 1.010
5 O 5.218 -27.351 0.072
6 C 8.802 -29.647 -3.260
7 C 9.836 -28.552 -3.450
8 C 9.847 -27.522 -2.353
9 O 10.645 -26.395 -2.731
10 C 10.931 -25.568 -1.624
11 N 11.160 -29.172 -3.665
12 H 8.645 -29.984 -2.233
13 H 9.017 -30.542 -3.851
14 H 7.813 -29.391 -3.654
15 H 9.533 -28.024 -4.365
16 H 10.185 -27.954 -1.407
17 H 8.843 -27.106 -2.229
18 H 11.670 -24.850 -1.978
19 H 11.321 -26.154 -0.790
20 H 10.061 -25.000 -1.275
21 H 11.128 -29.712 -4.526
22 H 11.763 -28.397 -3.947
23 C 7.473 -28.595 4.774
24 C 5.964 -28.447 5.000
25 C 5.788 -27.031 5.548
26 O 4.399 -26.740 5.718
27 C 4.266 -25.650 6.609
28 N 5.268 -28.695 3.747
29 H 8.161 -28.199 5.533
30 H 7.762 -28.189 3.801
31 H 7.772 -29.647 4.701
32 H 5.647 -29.143 5.780
33 H 6.251 -26.249 4.935
34 H 6.292 -26.975 6.521
35 H 3.207 -25.416 6.749
36 H 4.640 -24.741 6.126
37 H 4.708 -25.835 7.590
38 H 5.566 -28.003 3.063
39 H 5.579 -29.594 3.362
40 C 4.193 -23.499 -0.182
41 C 2.981 -24.141 0.516
42 C 1.746 -23.274 0.425
43 O 0.651 -23.938 1.052
44 C -0.385 -23.000 1.247
45 N 2.729 -25.475 -0.050
46 H 5.090 -24.103 -0.059
47 H 4.450 -22.509 0.219
48 H 3.912 -23.271 -1.216
49 H 3.330 -24.359 1.529
50 H 1.487 -23.060 -0.619
51 H 1.914 -22.313 0.926
52 H -1.273 -23.444 1.690
53 H -0.634 -22.498 0.304
54 H -0.066 -22.195 1.923
55 H 2.815 -25.385 -1.063
56 H 3.528 -26.064 0.174
57 C 9.298 -23.673 2.912
58 C 9.293 -24.951 3.768
59 C 10.678 -25.671 3.663
60 O 11.117 -26.054 2.372
61 C 10.194 -26.933 1.749
62 N 9.050 -24.573 5.163
63 H 10.095 -23.001 3.228
64 H 8.326 -23.184 2.874
65 H 9.515 -24.006 1.893
66 H 8.548 -25.677 3.442
67 H 10.675 -26.524 4.350
68 H 11.459 -24.986 4.004
69 H 9.351 -26.290 1.473
70 H 9.697 -27.661 2.402
71 H 10.642 -27.445 0.904
72 H 9.940 -24.261 5.556
73 H 8.895 -25.396 5.746
74 C 8.286 -35.212 -1.963
75 C 6.954 -34.559 -1.613
76 C 7.067 -33.059 -1.447
77 O 5.791 -32.491 -1.294
78 C 5.844 -31.102 -1.080
79 N 5.891 -34.938 -2.571
80 H 8.235 -36.288 -1.786
81 H 9.100 -34.917 -1.293
82 H 8.542 -34.979 -2.997
83 H 6.640 -34.993 -0.658
84 H 7.528 -32.606 -2.341
85 H 7.725 -32.794 -0.610
86 H 4.849 -30.692 -0.912
87 H 6.365 -30.619 -1.912
88 H 6.364 -30.799 -0.164
89 H 6.208 -34.682 -3.503
90 H 5.849 -35.952 -2.556
91 C 7.209 -23.805 -3.381
92 C 6.507 -24.835 -4.270
93 C 6.065 -26.060 -3.437
94 O 5.088 -26.787 -4.155
95 C 4.560 -27.834 -3.370
96 N 5.391 -24.165 -4.941
97 H 7.601 -23.015 -4.021
98 H 8.002 -24.250 -2.780
99 H 6.477 -23.385 -2.687
100 H 7.172 -25.196 -5.059
101 H 5.667 -25.648 -2.504
102 H 6.945 -26.698 -3.315
103 H 3.728 -28.326 -3.877
104 H 4.116 -27.404 -2.467
105 H 5.279 -28.619 -3.120
106 H 4.818 -23.701 -4.239
107 H 4.768 -24.862 -5.337
108 C 8.600 -31.700 2.120
109 C 7.206 -32.252 2.460
110 C 7.204 -33.028 3.774
111 O 8.046 -34.152 3.652
112 C 8.026 -34.956 4.790
113 N 6.253 -31.143 2.544
114 H 8.561 -31.135 1.185
115 H 9.337 -32.461 1.851
116 H 9.008 -31.100 2.933
117 H 6.920 -32.983 1.691
118 H 6.184 -33.317 4.047
119 H 7.595 -32.312 4.509
120 H 7.031 -35.377 4.979
121 H 8.448 -34.490 5.686
122 H 8.652 -35.841 4.640
123 H 5.366 -31.627 2.407
124 H 6.320 -30.513 1.748
125 C 4.812 -19.314 4.436
126 C 4.372 -20.006 3.173
127 C 4.149 -21.496 3.385
128 O 5.409 -22.094 3.676
129 C 5.401 -23.497 3.461
130 N 3.164 -19.343 2.639
131 H 4.838 -18.223 4.411
132 H 5.821 -19.525 4.803
133 H 4.189 -19.741 5.227
134 H 5.120 -19.897 2.380
135 H 3.705 -21.944 2.489
136 H 3.495 -21.728 4.231
137 H 4.437 -23.978 3.637
138 H 6.226 -23.874 4.066
139 H 5.698 -23.713 2.428
140 H 3.036 -19.549 1.657
141 H 3.225 -18.338 2.717